1.
The following is a quantum chemistry calculation of an isolated molecule of C6H11N in a non-equilibrium geometry, from OMol25.

```
18
Properties=species:S:1:pos:R:3:lowdin_charge:R:1
C 1.5863 0.8976 0.3710 -0.302
C 0.9924 -0.4957 0.5106 -0.208
C -0.3814 -0.5821 -0.0929 -0.350
C -0.5856 -1.5307 -1.0204 0.072
C -2.7380 0.0007 0.4015 0.024
C -1.4168 0.0824 0.7076 -0.134
N 2.0759 1.0084 -1.0360 -0.010
H 2.3498 1.1364 1.1563 0.115
H 0.8230 1.7002 0.5489 0.102
H 1.7136 -1.1839 0.0473 0.113
H 0.9668 -0.7745 1.5707 0.117
H 0.1982 -2.2675 -1.1831 0.070
H -1.5405 -1.5934 -1.5332 0.061
H -3.4871 0.7341 0.6750 0.049
H -3.1325 -0.9666 0.1326 0.054
H -0.9982 0.7914 1.4393 0.102
H 1.1114 1.1308 -1.3826 0.064
H 2.4629 1.9123 -1.3125 0.061
```

- SMILES = C=CC(=C)CCN
- E_tot (a.u.) = -289.87513
- gap between HOMO and LUMO (Eh) = 0.3286
- max |F| (eV/A) = 2.89
- energy above the lowest of the compared OMol25 structures with the same formula, charge and spin (eV) = 2.6274
- HOMO (eV) = -8.54

=====

2.
The following is a quantum chemistry calculation of the ion C8H9N2 with charge +1 in a non-equilibrium geometry, from OMol25.

```
19
Properties=species:S:1:pos:R:3:lowdin_charge:R:1
C 2.9957 1.7528 0.6270 0.176
C 2.4994 -2.3056 -0.7469 0.183
C -3.2940 -0.6752 0.6813 0.218
C 2.2169 0.8439 0.6158 -0.059
C 2.0353 -1.5053 0.0297 -0.181
C -2.1338 -0.5369 0.3679 -0.147
C -0.5442 0.7216 -0.9199 -0.001
C 0.1841 -0.3622 1.1864 -0.008
N 1.4386 -0.4641 0.5607 -0.146
N -0.8507 -0.4781 -0.0966 -0.098
H 3.6136 2.5117 0.3778 0.020
H 2.8165 -3.2646 -1.0836 0.047
H -4.2361 -0.9877 1.1526 0.084
H 0.6013 0.8412 -1.1433 0.140
H -1.2208 1.0283 -1.7574 0.138
H -0.6734 1.4924 -0.2244 0.071
H -0.0035 0.7031 1.6430 0.194
H -0.0602 -1.2502 1.8205 0.163
H -0.6510 -1.2345 -0.7801 0.204
```

- SMILES = C#CN(C#C)C[N@H+](C)C#C
- net charge = +1
- E_tot (a.u.) = -419.16911
- gap between HOMO and LUMO (Eh) = 0.3602
- max |F| (eV/A) = 7.29
- energy above the lowest of the compared OMol25 structures with the same formula, charge and spin (eV) = 7.6523
- HOMO (eV) = -12.96

=====

3.
The following is a quantum chemistry calculation of a cluster of 2 separate species, C16H24BN3O5P in total in a non-equilibrium geometry, from OMol25.

```
50
Properties=species:S:1:pos:R:3:lowdin_charge:R:1
C 2.0195 -3.6193 2.1107 -0.090
C 1.7608 -2.5125 1.0374 -0.242
C 2.3718 -2.8748 -0.3452 -0.164
C 1.7463 -2.0458 -1.5423 -0.096
C 1.3274 -0.6790 -1.0226 -0.122
C 2.3483 0.2230 -0.7910 0.028
N 2.1546 1.4605 -0.3330 0.100
B 3.4144 2.3360 -0.1697 -0.555
N 4.0179 2.4251 1.1693 0.175
O 3.9691 2.9754 -1.2280 0.215
C 0.8932 1.8605 -0.0434 0.047
C -0.1844 1.0358 -0.2413 -0.034
C -1.5679 1.5808 0.0939 -0.259
C -1.9774 2.6932 -0.6194 -0.013
C -3.2565 3.2271 -0.3876 -0.016
C -3.9728 2.5586 0.6119 -0.044
C -3.3994 1.4740 1.2636 -0.125
N -2.2091 0.9053 1.0543 0.141
C 0.0133 -0.2721 -0.7609 0.050
C -1.1197 -1.2386 -1.0599 -0.479
O -1.1075 -1.7775 -2.1483 0.077
O -2.1098 -1.4713 -0.1773 -0.192
P -3.2479 -2.5992 -0.8024 0.907
C -4.4697 -2.9043 0.5528 -0.243
O -4.1637 -1.8601 -1.9752 -0.267
H 2.2586 -4.5949 1.6707 0.073
H 2.8034 -3.2669 2.7959 0.072
H 1.1189 -3.7592 2.7252 0.073
H 0.6653 -2.4614 0.9114 0.105
H 2.1760 -1.5758 1.4325 0.101
H 2.2022 -3.9401 -0.5441 0.115
H 3.4526 -2.6691 -0.3057 0.112
H 2.5761 -1.8696 -2.2450 0.124
H 0.9494 -2.5882 -2.0499 0.111
H 3.3766 -0.0855 -0.9994 0.166
H 4.3009 1.4737 1.4198 0.092
H 3.2699 2.7135 1.8040 0.088
H 4.8803 2.6653 -1.3512 0.142
H 0.7072 2.8622 0.3479 0.152
H -1.3208 3.1420 -1.3655 0.125
H -3.6700 4.0907 -0.9018 0.120
H -4.9759 2.8844 0.8826 0.115
H -3.9941 1.0116 2.0613 0.120
H -3.9522 -3.2138 1.4689 0.043
H -5.0865 -3.7373 0.1825 0.044
H -5.1605 -2.0623 0.7166 0.043
H -4.3045 -2.5678 -2.6207 0.057
O 1.3784 5.8901 -0.2594 -0.037
H 1.2439 5.5948 0.6478 0.033
H 1.8539 5.1629 -0.6708 0.012
```

- net charge = +1
- E_tot (a.u.) = -1530.62684
- gap between HOMO and LUMO (Eh) = 0.2421
- max |F| (eV/A) = 2.75
- HOMO (eV) = -10.94

=====

4.
The following is a quantum chemistry calculation of a cluster of 2 separate species, C2HF3O in total in a non-equilibrium geometry, from OMol25.

```
7
Properties=species:S:1:pos:R:3:lowdin_charge:R:1
C 0.7365 0.4326 0.0851 -0.213
C -0.6181 -0.0146 0.5189 -0.132
O 0.8640 1.3026 -0.7276 0.132
F 0.0839 -1.0674 -1.6426 -0.411
F -0.8830 -0.9865 1.3242 0.259
F -1.7228 0.4835 0.0090 0.239
H 1.5396 -0.1502 0.4330 0.126
```

- E_tot (a.u.) = -451.48359
- gap between HOMO and LUMO (alpha / beta) (Eh) = 0.2749 / 0.2751
- max |F| (eV/A) = 4.74
- energy above the lowest of the compared OMol25 structures with the same formula, charge and spin (eV) = 4.2103
- HOMO (alpha / beta) (eV) = -10.75 / -10.76

=====

5.
The following is a quantum chemistry calculation of a cluster of 2 separate species, C5H7N in total in a non-equilibrium geometry, from OMol25.

```
13
Properties=species:S:1:pos:R:3:lowdin_charge:R:1
C -1.6769 -1.6084 1.3781 -0.104
C 0.2917 1.7377 -0.4200 -0.198
C 1.3663 0.7023 -0.5646 -0.202
C -0.6146 -1.5062 0.4376 -0.101
C -0.0574 0.4227 -0.9797 -0.072
N -0.5473 -1.2991 1.8734 0.117
H -2.6379 -1.9474 1.4884 0.080
H 0.0641 1.9724 0.5851 0.079
H 0.5368 2.6659 -0.9342 0.100
H 2.1811 0.9461 -1.3261 0.114
H 1.7624 0.2373 0.2890 0.065
H -0.1682 -2.3705 0.0715 0.053
H -0.5000 0.0471 -1.8986 0.070
```

- E_tot (a.u.) = -249.20812
- gap between HOMO and LUMO (alpha / beta) (Eh) = 0.3172 / 0.3191
- max |F| (eV/A) = 3.52
- energy above the lowest of the compared OMol25 structures with the same formula, charge and spin (eV) = 7.2143
- HOMO (alpha / beta) (eV) = -8.03 / -8.05